This record from the Open Molecules 2025 dataset describes a molecular structure, C26H20N2O3SSe2TaTe2 in a non-equilibrium geometry. The level of theory is ωB97M-V with the def2-TZVPD basis set.

Cartesian coordinates (Å):
Ta: -0.75 -0.06 -2.37
O: -0.81 1.56 -3.33
C: -0.94 2.90 -3.27
C: -0.63 3.68 -4.37
C: -0.77 5.05 -4.25
C: -1.22 5.64 -3.07
C: -1.54 4.85 -1.98
C: -1.40 3.46 -2.07
C: -1.77 2.63 -0.95
N: -1.66 1.34 -0.92
N: -2.13 0.79 0.28
C: -2.07 -0.50 0.19
O: -1.59 -1.08 -0.90
C: -2.49 -1.39 1.27
C: -2.58 -2.76 1.04
C: -2.98 -3.60 2.06
C: -3.27 -3.08 3.31
C: -3.18 -1.72 3.55
C: -2.79 -0.87 2.53
H: -0.28 3.20 -5.28
H: -0.54 5.68 -5.10
H: -1.32 6.71 -3.01
H: -1.90 5.30 -1.07
H: -2.18 3.10 -0.06
H: -2.33 -3.15 0.07
H: -3.05 -4.67 1.88
H: -3.59 -3.74 4.11
H: -3.41 -1.32 4.52
H: -2.72 0.20 2.70
Se: 1.49 -0.88 -3.09
Te: 1.28 -0.18 -5.52
Te: -1.45 -0.58 -6.01
Se: -2.21 -1.50 -3.76
O: 0.73 0.20 -0.63
S: 0.97 0.11 0.87
C: 0.88 -1.62 1.27
C: 0.94 -2.59 0.30
C: 0.87 -3.92 0.68
C: 0.74 -4.25 2.02
C: 0.67 -3.26 2.99
C: 0.73 -1.93 2.62
C: 2.69 0.46 1.06
C: 3.65 -0.18 0.29
C: 4.98 0.16 0.47
C: 5.33 1.11 1.41
C: 4.37 1.74 2.18
C: 3.03 1.42 1.99
H: 1.03 -2.33 -0.75
H: 0.92 -4.70 -0.07
H: 0.68 -5.29 2.32
H: 0.54 -3.52 4.03
H: 0.65 -1.15 3.36
H: 3.36 -0.92 -0.44
H: 5.74 -0.33 -0.12
H: 6.37 1.36 1.55
H: 4.65 2.49 2.91
H: 2.26 1.91 2.57

* multiplicity: 1
* total charge: +1
* ΔE to the lowest compared entry with this formula, charge and spin: 0.718 eV
* E_tot: -7132.06404 a.u.
* highest occupied orbital energy: -9.82 eV
* gap between HOMO and LUMO: 5.82 eV



This record from the Open Molecules 2025 dataset describes C26H20O5S2 in the gas phase in a non-equilibrium geometry. The level of theory is ωB97M-V with the def2-TZVPD basis set.

Cartesian coordinates (Å):
O: -0.55 -4.84 3.48
S: 0.54 -4.50 4.36
O: 0.39 -3.50 5.41
C: 1.04 -5.94 5.29
C: 0.23 -6.58 6.23
C: 0.79 -7.58 7.02
C: 2.14 -7.92 6.88
C: 2.96 -7.24 5.97
C: 2.39 -6.22 5.22
S: 3.29 -5.16 4.07
O: 4.18 -4.31 4.81
O: 3.79 -6.10 3.08
C: 2.00 -4.08 3.32
C: 2.38 -2.68 3.00
C: 3.62 -2.59 2.08
C: 4.28 -3.68 1.50
C: 5.50 -3.51 0.85
C: 6.03 -2.23 0.64
C: 5.32 -1.12 1.12
C: 4.15 -1.31 1.86
C: 1.24 -1.72 2.55
C: 0.19 -1.42 3.43
C: -0.79 -0.47 3.17
C: -0.67 0.31 2.02
O: -1.56 1.37 1.80
C: -1.42 2.50 2.63
C: -0.36 3.38 2.40
C: -0.13 4.40 3.33
C: -0.96 4.55 4.44
C: -2.06 3.70 4.61
C: -2.32 2.69 3.68
C: 0.36 0.06 1.11
C: 1.25 -0.99 1.35
H: -0.81 -6.27 6.33
H: 0.16 -8.10 7.75
H: 2.57 -8.73 7.49
H: 4.01 -7.49 5.84
H: 1.72 -4.60 2.39
H: 2.73 -2.24 3.95
H: 3.88 -4.69 1.53
H: 6.04 -4.39 0.47
H: 6.96 -2.08 0.09
H: 5.65 -0.10 0.92
H: 3.61 -0.44 2.25
H: 0.10 -1.90 4.39
H: -1.63 -0.32 3.85
H: 0.27 3.24 1.52
H: 0.71 5.07 3.17
H: -0.76 5.34 5.17
H: -2.72 3.82 5.47
H: -3.19 2.03 3.78
H: 0.46 0.69 0.22
H: 2.02 -1.19 0.60

* multiplicity: 1
* total charge: 0
* E_tot: -2175.25948 a.u.
* highest occupied orbital energy: -8.92 eV
* SMILES: O=S1(=O)c2ccccc2S(=O)(=O)C1[C@@H](c1ccccc1)c1ccc(Oc2ccccc2)cc1
* gap between HOMO and LUMO: 9.04 eV